Run 1
22
Properties=species:S:1:pos:R:3 method="wB97M-V/def2-TZVPD" orbital_gap_ev=10.259 total_charge=-1 mol_weight_g_mol=161.56 e_lumo_ha=0.1195
Cl 0.5034 0.6720 0.5475
O 2.2820 -1.1792 -1.0799
H 1.9475 -0.7414 -1.8257
H 1.7590 -0.7372 -0.4057
O -2.2691 1.7974 1.6768
H -2.7715 1.1919 2.2901
H -1.3883 1.5335 1.5709
O -1.0808 -1.1833 -1.1357
H -0.6063 -0.5776 -0.5406
H -1.1795 -0.7435 -2.0082
O -1.2789 -2.3395 1.8306
H -0.6087 -1.6910 1.5504
H -2.1003 -2.0304 1.4673
O 1.7338 -1.2584 2.6663
H 2.2225 -1.9854 2.2334
H 1.3858 -0.8017 1.8984
O 1.4171 1.6693 -2.2443
H 1.3266 1.3263 -1.3841
H 1.4031 0.8714 -2.8261
O -1.2333 2.2454 -1.5666
H -0.3396 2.1543 -2.0026
H -1.1245 1.8071 -0.7124

=====

Run 2
22
Properties=species:S:1:pos:R:3 method="wB97M-V/def2-TZVPD" orbital_gap_ev=10.292 total_charge=-1 mol_weight_g_mol=161.56 e_lumo_ha=0.1223
Cl -0.3962 0.2185 0.0369
O 1.2559 0.3620 -2.7817
H 0.7529 0.3543 -1.9425
H 2.1709 0.2625 -2.5009
O 1.5859 -1.2951 2.5142
H 0.9847 -2.0533 2.5087
H 1.5383 -0.9734 1.6037
O -0.5186 -2.8601 1.0969
H 0.2077 -3.2284 0.5808
H -0.4702 -1.8971 0.9125
O -1.0493 2.3776 2.4692
H -2.0053 2.4512 2.3920
H -0.8244 1.6705 1.8330
O 2.2916 1.9101 1.0644
H 1.6823 1.5090 0.4226
H 2.2238 1.3338 1.8344
O -1.2157 -2.1612 -2.4180
H -0.8223 -1.3710 -2.0149
H -1.5837 -2.6248 -1.6574
O -2.1764 1.8869 -2.2824
H -2.0393 2.7797 -1.9512
H -1.5925 1.3483 -1.7202

=====

Which one sits at the bottom of the stability order? run 1 does.

=====

Run 1
21
Properties=species:S:1:pos:R:3 method="wB97M-V/def2-TZVPD" orbital_gap_ev=9.058 mol_weight_g_mol=150.19 e_lumo_ha=-0.0103
C 2.4510 -0.1088 0.0346
C 0.0299 -0.9093 -0.2051
C -1.2802 -1.3591 -0.3365
C -2.1790 -0.6556 0.4069
C -2.0169 0.8546 0.5713
C -0.8079 1.2761 -0.4180
C 0.4661 0.3118 -0.2181
H 3.9867 1.4655 0.4350
H 4.7484 0.2777 -0.2351
H -1.0649 -2.5996 -0.0175
H -1.5718 -1.3911 -1.2531
H -3.4450 -0.9205 0.0508
H -1.9916 -1.0227 1.6447
H -2.9404 1.5972 0.1023
H -1.5015 1.2987 1.2785
H -0.6000 2.5440 -0.7374
H -1.1230 1.2800 -1.3651
N 3.8201 0.3388 0.3512
N 2.2952 -1.4004 0.1258
N 1.0608 -1.8293 -0.0671
N 1.6640 0.9521 -0.1482

=====

Run 2
21
Properties=species:S:1:pos:R:3 method="wB97M-V/def2-TZVPD" orbital_gap_ev=8.643 mol_weight_g_mol=150.19 e_lumo_ha=0.0265
C 1.8021 2.1659 -0.0498
C 1.7207 0.5493 -0.3161
C 2.6092 -0.3724 0.0963
C 2.1894 -1.7360 -0.1373
C 0.8669 -2.0684 0.0630
C -0.1826 -1.0808 -0.1040
C -2.3242 -0.1731 -0.0754
H 2.7703 2.3459 -0.0807
H 1.5999 1.7576 1.3670
H 1.0115 2.9403 -0.5654
H 3.7841 -0.3747 0.5705
H 3.0403 -2.4529 -0.3448
H 0.7281 -3.1556 0.1371
H -4.0574 -1.3775 -0.5351
H -4.3746 0.1914 -0.2429
H -1.2927 1.4516 0.1238
H -2.9201 1.8526 0.3343
N -1.5105 -1.1910 0.0191
N -3.6635 -0.5969 0.0501
N -2.1816 1.2035 -0.0364
N 0.3847 0.1212 -0.2735

=====

Which one sits at the bottom of the stability order? run 1 does.

=====

Run 1
8
Properties=species:S:1:pos:R:3 method="wB97M-V/def2-TZVPD" orbital_gap_ev=10.515 mol_weight_g_mol=83.04 e_lumo_ha=0.0416
N 0.1809 0.9655 -0.9950
O 0.7968 0.3259 0.0562
C -0.3471 -0.8154 0.7656
F -0.4223 -0.5258 2.0430
F 0.1620 -2.0085 0.5880
H 0.2188 1.9653 -0.8186
H 0.6806 0.7276 -1.8499
H -1.2697 -0.6346 0.2107

=====

Run 2
8
Properties=species:S:1:pos:R:3 method="wB97M-V/def2-TZVPD" orbital_gap_ev="8.274 / 10.083" mol_weight_g_mol=83.04 e_lumo_ha="0.0130 / 0.0383"
C 1.9327 0.1207 -0.3670
N -1.0622 0.5094 0.5370
O -0.2152 1.0966 -0.2539
F 1.4475 -0.9868 0.2153
F 2.8677 0.6456 0.3532
H 1.9975 0.2784 -1.3744
H -1.0689 0.5356 1.5384
H -1.2699 -0.4681 0.2246

=====

Which one sits at the bottom of the stability order? run 2 does.

=====

Run 1
14
Properties=species:S:1:pos:R:3 method="wB97M-V/def2-TZVPD" orbital_gap_ev=10.136 mol_weight_g_mol=136.55 e_lumo_ha=0.0295
F 2.5513 0.6004 0.6436
C 1.8100 0.4869 -0.5604
C 0.4952 -0.0833 -0.2241
C -0.0445 -1.1911 -0.7062
O -1.3036 -1.4326 -0.3026
C -1.6525 -0.4839 0.6654
C -0.5376 0.5926 0.5816
Cl -1.1661 2.1031 -0.3781
H 1.7039 1.4453 -1.0574
H 2.3851 -0.1839 -1.2611
H 0.3471 -2.0036 -1.2762
H -1.5383 -0.8376 1.7048
H -2.6879 0.0213 0.5624
H -0.3620 0.9664 1.6084

=====

Run 2
14
Properties=species:S:1:pos:R:3 method="wB97M-V/def2-TZVPD" orbital_gap_ev=9.366 mol_weight_g_mol=136.55 e_lumo_ha=0.0282
C -0.4389 -0.8902 -1.9420
C 0.8099 -0.7995 -1.5003
F 1.8229 -1.0585 -2.3554
C 1.2504 -0.7008 -0.1197
Cl 2.4569 -1.8757 0.3696
C 0.6848 0.1335 0.7414
O -0.4121 0.8483 0.4356
C -1.1885 1.4011 1.4870
H -0.6360 -1.2041 -2.9352
H -1.2583 -0.7385 -1.2466
H 1.0205 0.2826 1.7850
H -1.8895 2.0793 0.9890
H -1.7180 0.6088 2.0984
H -0.5039 1.9136 2.1933

=====

Run 3
14
Properties=species:S:1:pos:R:3 method="wB97M-V/def2-TZVPD" orbital_gap_ev=11.305 mol_weight_g_mol=136.55 e_lumo_ha=0.0253
C -1.0919 -0.7573 -0.0601
C 0.1483 -0.2811 0.6332
C 1.0828 -1.3621 1.3892
O 2.2112 -1.0838 1.6666
Cl 0.3514 -2.8207 1.7733
C 1.0318 0.4856 -0.3441
C 0.5246 1.1260 0.8617
F -0.2775 2.2246 0.6335
H -1.7419 -1.0827 0.6513
H -0.8435 -1.6230 -0.7461
H -1.4098 0.0988 -0.5907
H 0.5173 0.8058 -1.1890
H 2.0774 0.2645 -0.5345
H 0.9776 1.4588 1.8166

=====

Which one sits at the bottom of the stability order? run 2 does.

=====

Run 1
10
Properties=species:S:1:pos:R:3 method="wB97M-V/def2-TZVPD" orbital_gap_ev=11.042 mol_weight_g_mol=93.09 e_lumo_ha=0.0082
N -2.3071 0.5449 0.0871
C -1.3795 -0.1433 -0.0797
C -0.2356 -1.0337 -0.3516
N 0.6297 -1.3795 0.6528
C 1.1571 -0.4813 -0.3432
C 1.0316 0.9945 -0.0739
N 0.8422 2.1341 0.1528
H -0.4615 -1.7824 -1.0136
H 0.8645 -2.3592 0.7618
H 2.0017 -0.9718 -0.9063

=====

Run 2
10
Properties=species:S:1:pos:R:3 method="wB97M-V/def2-TZVPD" orbital_gap_ev=9.753 mol_weight_g_mol=93.09 e_lumo_ha=0.0149
N 2.2323 -0.5570 -0.4545
C 2.5520 -0.4626 0.7096
C 0.8158 -0.3726 -0.0336
N -0.0558 -1.3289 0.1396
C -1.2740 -0.7025 0.0998
C -1.1227 0.6481 -0.0778
N 0.2314 0.8526 -0.1370
H -2.1932 -1.2704 0.1664
H -1.8337 1.4506 -0.2163
H 0.7189 1.7316 -0.2133

=====

Run 3
10
Properties=species:S:1:pos:R:3 method="wB97M-V/def2-TZVPD" orbital_gap_ev=10.753 mol_weight_g_mol=93.09 e_lumo_ha=-0.0142
N 3.3912 -0.7791 0.3726
C 2.2725 -0.5186 0.2583
C 0.8710 -0.2013 0.1304
N 0.4609 0.9871 -0.0956
C -0.9691 0.8350 -0.2220
C -1.2088 -0.6150 0.0746
N -0.0987 -1.2297 0.2762
H -1.5529 1.5615 0.3521
H -1.0809 1.0946 -1.2733
H -2.1689 -1.1260 0.1152

=====

Which one sits at the bottom of the stability order? run 1 does.

=====

Run 1
20
Properties=species:S:1:pos:R:3 method="wB97M-V/def2-TZVPD" orbital_gap_ev=8.883 mol_weight_g_mol=184.22 e_lumo_ha=0.0118
C -3.2068 1.3395 0.4707
C -1.8033 0.8864 0.3848
C -0.7800 1.4756 1.0879
C 0.5827 1.0176 0.9446
O 1.4304 1.5096 1.6713
N 0.9015 0.0606 0.0120
C -0.2049 -0.6088 -0.5327
N -1.4613 -0.2399 -0.3335
S -0.0034 -2.0038 -1.5810
C 1.8247 -2.2187 -1.5954
O 2.4920 -0.9825 -1.3597
C 2.2441 -0.4287 -0.0343
H -3.2542 2.3800 0.7582
H -3.7215 0.7522 1.2294
H -3.7021 1.1665 -0.4785
H -0.9292 2.2682 1.7591
H 2.1261 -2.6900 -2.5175
H 2.0966 -2.9287 -0.7950
H 2.4669 -1.1693 0.7856
H 2.9018 0.4142 0.1241

=====

Run 2
20
Properties=species:S:1:pos:R:3 method="wB97M-V/def2-TZVPD" orbital_gap_ev=10.213 mol_weight_g_mol=184.22 e_lumo_ha=0.0167
N -0.4500 2.2657 -0.8411
C -0.4615 1.5721 0.3691
N -1.8715 1.0977 0.8408
S -2.0881 -0.3123 -0.0496
O -2.4978 0.0214 -1.3353
O -2.8921 -1.1506 0.7908
C -0.4032 -0.8711 0.0355
C 0.1905 -2.1036 -0.2848
C 1.5838 -2.2127 -0.2701
C 2.3774 -1.0956 -0.0705
C 1.7753 0.1550 0.2067
C 0.3629 0.2923 0.2825
H -1.2900 2.2323 -1.3838
H -0.2265 3.2042 -0.5555
H 0.0248 2.2314 1.2776
H -1.9403 0.8395 1.8153
H -0.2675 -3.0452 -0.4798
H 2.1355 -3.2107 -0.5821
H 3.4758 -0.9760 -0.0085
H 2.4626 1.0661 0.2429

=====

Which one sits at the bottom of the stability order? run 2 does.

=====

Run 1
20
Properties=species:S:1:pos:R:3 method="wB97M-V/def2-TZVPD" orbital_gap_ev="7.743 / 7.743" total_charge=+1 mol_weight_g_mol=140.17 e_lumo_ha="-0.2003 / -0.2003"
C 0.0073 0.2975 -1.1757
C 0.3450 -0.1641 1.0152
C -1.7141 1.3764 -0.9676
C 1.0153 0.4597 -2.2251
C 0.1817 -1.0983 3.2033
N -1.3463 0.2737 -1.7206
N -0.0328 1.0803 0.9014
N -2.5645 2.2392 -0.6402
N -0.3656 1.4551 -0.4409
N 0.3062 -0.7654 -0.1742
H 1.9291 0.4387 -1.6117
H 0.5995 1.3828 -2.7256
H 1.1196 -0.4549 -2.7936
H -0.8786 -1.0862 3.6657
H 0.8454 -0.2096 3.3135
H 0.7972 -2.0502 3.0504
H -1.8407 -0.1833 -2.4390
H -0.1019 1.5841 1.7341
H -3.5394 2.1879 -0.8276
H 0.3426 -1.7847 -0.3054

=====

Run 2
20
Properties=species:S:1:pos:R:3 method="wB97M-V/def2-TZVPD" orbital_gap_ev="8.097 / 7.747" total_charge=+1 mol_weight_g_mol=140.17 e_lumo_ha="-0.2006 / -0.2034"
C 1.2070 1.2009 -0.7418
C 0.0117 0.6972 -1.4197
C -0.0234 -0.8148 -0.8657
C 1.5298 2.5581 -0.9562
C -1.6048 -1.7980 2.2785
N 1.8330 0.2584 -0.1217
N 0.6671 -1.3515 1.7221
N -0.9852 -1.0712 0.1994
N 1.3167 -0.9264 -0.2548
N -0.4778 -1.3926 1.3610
H -0.8898 1.3990 -1.3473
H 0.2955 0.7924 -2.4976
H -0.2174 -1.5328 -1.6476
H 2.1649 2.3958 -1.8189
H 1.9716 3.2042 -0.2045
H 0.6609 3.1724 -1.2333
H -1.8991 -2.7847 2.1751
H -2.5381 -1.2347 2.1269
H -1.1412 -1.5638 3.3023
H -1.8815 -1.2077 -0.0562

=====

Which one sits at the bottom of the stability order? run 2 does.

=====

Run 1
6
Properties=species:S:1:pos:R:3 method="wB97M-V/def2-TZVPD" orbital_gap_ev="8.750 / 9.261" mol_weight_g_mol=45.05 e_lumo_ha="0.0221 / 0.0183"
N -1.4916 0.0003 -0.4031
N -0.8312 0.5996 0.3274
N 1.0771 0.4601 -0.3061
H -2.5590 -0.1960 -0.5221
H 1.5052 0.2971 0.6424
H 1.0165 1.4761 -0.2882

=====

Run 2
6
Properties=species:S:1:pos:R:3 method="wB97M-V/def2-TZVPD" orbital_gap_ev=9.951 mol_weight_g_mol=45.05 e_lumo_ha=0.0105
N -0.1155 0.5210 0.6244
N -0.4423 0.3025 -0.6963
N 0.7291 -0.2372 -0.2163
H 0.3220 1.5192 0.7037
H -1.1436 -0.4343 -0.7452
H 0.6504 -1.6712 0.3297

=====

Run 3
6
Properties=species:S:1:pos:R:3 method="wB97M-V/def2-TZVPD" orbital_gap_ev="10.312 / 9.995" mol_weight_g_mol=45.05 e_lumo_ha="0.0307 / -0.0029"
N 0.2052 -0.8124 0.5884
N -0.7035 -0.9697 -0.5381
N -0.8915 0.0719 0.3547
H 0.0913 -1.6225 1.3252
H -0.3751 -0.7614 -1.4405
H 0.5483 2.3855 0.2529

=====

Which one sits at the bottom of the stability order? run 3 does.